Record 1
2 unconnected molecules or ions with the total composition C3H8O3 at a distorted geometry, computed with wB97M-V/def2-TZVPD.

As for the energy above the lowest of the compared OMol25 structures with the same formula, charge and spin: 54.0 kcal per mole. The calculation puts the frontier orbital gap at 10.77 eV. Its SMILES is O=CO.CCO. The multiplicity is 1. As for the total charge: 0. Its lowest unoccupied orbital energy is 0.48 eV. The calculation puts the max |F| at 0.0797 Eh/bohr.

Cartesian coordinates (Å):
O 3.82048 -2.35285 5.54997
C 2.68846 -2.74860 5.26400
O 1.78074 -2.35515 4.27934
H 2.31799 -3.66106 5.78081
H 1.39022 -3.20428 4.04435
C -2.08930 2.02202 -2.49861
C -0.65479 1.64622 -2.72670
O -0.66541 0.94024 -4.01984
H -2.72178 2.86443 -3.05499
H -2.27663 2.04748 -1.37208
H -2.67600 1.14628 -2.75784
H -0.13908 2.57719 -2.90355
H -0.36045 1.06121 -1.80161
H -0.41446 0.01688 -3.78324

Atom charges from the Mulliken analysis, given in e for atoms 1 to 6:
1. O -0.421
2. C 0.266
3. O -0.404
4. H 0.207
5. H 0.351
6. C -0.871

=====

Record 2
C3H8O3 in the gas phase at a distorted geometry, computed with wB97M-V/def2-TZVPD.

As for the energy above the lowest of the compared OMol25 structures with the same formula, charge and spin: 122.7 kcal per mole. The calculation puts the frontier orbital gap at 7.55 eV. The multiplicity is 1. As for the total charge: 0. Its lowest unoccupied orbital energy is 0.51 eV. The calculation puts the max |F| at 0.0328 Eh/bohr.

Cartesian coordinates (Å):
O -1.20742 0.08168 -0.00070
C -0.84150 1.64829 -0.17252
C 0.08208 -0.30305 -0.65570
O -0.03686 -1.67835 -0.83387
C 1.25264 -0.10855 0.30718
O 0.80550 -0.53614 1.58826
H -1.07388 -0.16948 0.94597
H -1.63417 1.90965 -0.87386
H -1.06190 2.03023 0.82210
H 0.17912 0.23717 -1.60571
H -0.82579 -1.80190 -1.37654
H 2.07628 -0.74137 -0.04980
H 1.57670 0.92774 0.38854
H 0.70918 -1.49592 1.51666

Atom charges from the Mulliken analysis, given in e for atoms 1 to 6:
1. O -0.333
2. C -0.869
3. C 0.058
4. O -0.548
5. C -0.512
6. O -0.579

=====

Record 3
2 unconnected molecules or ions with the total composition C3H8O3 at a distorted geometry, computed with wB97M-V/def2-TZVPD.

As for the energy above the lowest of the compared OMol25 structures with the same formula, charge and spin: 35.2 kcal per mole. The calculation puts the frontier orbital gap at 10.89 eV. Its SMILES is O=CO.CCO. The multiplicity is 1. As for the total charge: 0. Its lowest unoccupied orbital energy is 0.66 eV. The calculation puts the max |F| at 0.0270 Eh/bohr.

Cartesian coordinates (Å):
O -0.40661 3.39822 -1.51360
C -0.92129 2.38005 -1.20155
O -1.98959 2.29426 -0.33053
H -0.67174 1.41794 -1.65016
H -2.60248 2.91989 -0.77137
C 0.23648 -1.88357 1.58366
C 1.13185 -2.25774 0.42203
O 1.94071 -3.33282 0.84626
H -0.66474 -2.48972 1.56211
H -0.15831 -0.86130 1.52072
H 0.83387 -1.95180 2.49238
H 0.47225 -2.54394 -0.40719
H 1.81264 -1.49313 -0.00619
H 2.45552 -3.73210 0.14096

Atom charges from the Mulliken analysis, given in e for atoms 1 to 6:
1. O -0.405
2. C 0.223
3. O -0.432
4. H 0.294
5. H 0.317
6. C -0.904

=====

Record 4
2 unconnected molecules or ions with the total composition C3H8O3PS at a distorted geometry, computed with wB97M-V/def2-TZVPD.

As for the energy above the lowest of the compared OMol25 structures with the same formula, charge and spin: 100.0 kcal per mole. The calculation puts the frontier orbital gap (alpha / beta) at 5.47 / 6.61 eV. The multiplicity is 1. As for the total charge: -1. Its lowest unoccupied orbital energy (alpha / beta) is 1.67 / 3.22 eV. The calculation puts the max |F| at 0.0848 Eh/bohr.

Cartesian coordinates (Å):
C -0.10753 -1.36473 -0.45291
C 1.55568 -0.29081 1.01140
C 0.48043 -0.07627 0.04169
O 0.15792 2.35170 0.86887
O 0.89030 0.68581 -1.13740
O -1.76795 1.76297 -0.53035
P -0.87496 1.30660 0.77944
S -3.54625 -0.74666 -1.04415
H 0.10979 -2.20538 0.30213
H 0.40109 -1.55649 -1.35650
H -1.18790 -1.42142 -0.63077
H 2.35112 -0.95020 0.71579
H 0.91435 -0.73243 1.96478
H 2.16486 0.61203 1.35662
H 0.77179 1.60761 -1.09651
H -2.31273 1.01768 -0.79212

Atom charges from the Mulliken analysis, given in e for atoms 1 to 6:
1. C -0.797
2. C -1.375
3. C 1.144
4. O -0.600
5. O -0.532
6. O -0.341

=====

Record 5
A molecular structure, C3H8O3Ru at a distorted geometry, computed with wB97M-V/def2-TZVPD.

As for the energy above the lowest of the compared OMol25 structures with the same formula, charge and spin: 0.0 kcal per mole. The calculation puts the frontier orbital gap (alpha / beta) at 11.24 / 7.43 eV. The multiplicity is 7. As for the total charge: +2. Its lowest unoccupied orbital energy (alpha / beta) is -8.88 / -13.64 eV. The calculation puts the max |F| at 0.0480 Eh/bohr.

Cartesian coordinates (Å):
H 0.77490 2.77588 -0.03448
O 3.53432 0.54713 0.34432
O 0.50221 1.85989 -0.29104
C -0.72425 1.44791 0.32745
C -1.00418 0.03704 -0.12994
O 0.21052 -0.70458 0.01322
C 0.05626 -2.11776 -0.12327
Ru 1.82367 0.36718 -0.40597
H -1.54230 2.11201 0.02618
H -0.59570 1.48778 1.41832
H -1.32267 0.00454 -1.18253
H -1.78881 -0.40787 0.49718
H 1.04818 -2.56791 -0.01421
H -0.61003 -2.48787 0.66590
H -0.36211 -2.35338 -1.11114

Atom charges from the Mulliken analysis, given in e for atoms 1 to 6:
1. H 0.355
2. O -0.284
3. O -0.532
4. C -0.286
5. C -0.334
6. O -0.415

=====

Record 6
2 unconnected molecules or ions with the total composition C3H8O4 at a distorted geometry, computed with wB97M-V/def2-TZVPD.

As for the energy above the lowest of the compared OMol25 structures with the same formula, charge and spin: 34.5 kcal per mole. The calculation puts the frontier orbital gap at 10.75 eV. Its SMILES is O=C(O)CCO.O. The multiplicity is 1. As for the total charge: 0. Its lowest unoccupied orbital energy is 0.15 eV. The calculation puts the max |F| at 0.1044 Eh/bohr.

Cartesian coordinates (Å):
O 0.16612 1.22922 0.96411
C -0.44615 0.98481 -0.01355
O -1.69502 0.39729 -0.21732
C 0.32489 0.69087 -1.36977
C 1.44027 -0.38345 -1.26222
O 0.77767 -1.64095 -1.23646
H -2.32362 0.38661 0.49622
H -0.32849 0.54186 -2.19822
H 0.78940 1.65786 -1.49589
H 2.00216 -0.27051 -2.22477
H 2.05834 -0.30783 -0.39186
H 0.15719 -1.68165 -0.45942
O -0.66100 -0.75110 3.38170
H -0.77883 -0.65928 2.39687
H -1.48293 -0.19375 3.63057

Atom charges from the Mulliken analysis, given in e for atoms 1 to 6:
1. O -0.430
2. C 0.399
3. O -0.446
4. C -0.553
5. C -0.279
6. O -0.508

=====

Record 7
2 unconnected molecules or ions with the total composition C3H8O4 at a distorted geometry, computed with wB97M-V/def2-TZVPD.

As for the energy above the lowest of the compared OMol25 structures with the same formula, charge and spin: 59.9 kcal per mole. The calculation puts the frontier orbital gap at 10.82 eV. Its SMILES is O=C(O)CCO.O. The multiplicity is 1. As for the total charge: 0. Its lowest unoccupied orbital energy is 0.50 eV. The calculation puts the max |F| at 0.1275 Eh/bohr.

Cartesian coordinates (Å):
O -0.07018 -1.01129 1.51743
C 0.14606 -1.37454 0.43264
O -0.64224 -2.27383 -0.27604
C 0.94643 -0.61774 -0.51565
C 0.72973 0.88292 -0.54114
O 0.85486 1.52078 0.61623
H -1.17300 -2.65768 0.41412
H 0.98093 -1.14552 -1.68142
H 2.11275 -0.76511 -0.22407
H -0.13818 1.18336 -1.21355
H 1.74830 1.31440 -1.12571
H 0.70328 1.19943 1.55382
O -2.43666 1.40619 0.57185
H -2.21906 0.47108 0.25603
H -1.54303 1.86755 0.21546

Atom charges from the Mulliken analysis, given in e for atoms 1 to 6:
1. O -0.467
2. C 0.477
3. O -0.454
4. C -0.342
5. C -0.509
6. O -0.494

=====

Record 8
2 unconnected molecules or ions with the total composition C3H8O4 at a distorted geometry, computed with wB97M-V/def2-TZVPD.

As for the energy above the lowest of the compared OMol25 structures with the same formula, charge and spin: 44.3 kcal per mole. The calculation puts the frontier orbital gap (alpha / beta) at 11.74 / 5.28 eV. The multiplicity is 2. As for the total charge: +1. Its lowest unoccupied orbital energy (alpha / beta) is -4.02 / -10.33 eV. The calculation puts the max |F| at 0.0436 Eh/bohr.

Cartesian coordinates (Å):
O 0.08047 -0.57877 1.84356
C -0.64806 -0.01954 1.08214
O -1.02832 1.25621 1.26424
C -1.07158 -0.30391 -0.39425
C 0.20932 -0.44225 -1.35578
O 1.09002 -1.44610 -0.89376
H -1.09156 1.70288 2.13031
H -1.74448 0.56099 -0.63227
H -1.62693 -1.26177 -0.49837
H 0.83910 0.44574 -1.28710
H -0.30801 -0.86757 -2.22060
H 0.80145 -2.26038 -1.35251
H 1.12372 1.48031 1.24100
H 1.61685 0.38783 0.57054
O 1.75799 1.34633 0.50284

Atom charges from the Mulliken analysis, given in e for atoms 1 to 6:
1. O -0.350
2. C 0.219
3. O -0.421
4. C -0.038
5. C -0.732
6. O -0.253

=====

Record 9
2 unconnected molecules or ions with the total composition C3H8OS, computed with wB97M-V/def2-TZVPD.

As for the energy above the lowest of the compared OMol25 structures with the same formula, charge and spin: 23.8 kcal per mole. The calculation puts the frontier orbital gap at 9.88 eV. Its SMILES is C=CO.CS. The multiplicity is 1. As for the total charge: 0. Its lowest unoccupied orbital energy is 0.74 eV. The calculation puts the max |F| at 0.0147 Eh/bohr.

Cartesian coordinates (Å):
C -1.38128 -1.71272 1.27344
C -0.23537 -1.26008 1.74892
O 0.09525 0.06440 1.89310
H -1.51943 -2.78569 1.26719
H -2.13550 -1.05123 0.86696
H 0.57021 -1.89751 2.09820
H -0.23961 0.52567 1.10901
C -0.23788 0.22210 -2.18630
S 0.82033 1.26145 -1.10227
H -1.07595 -0.17535 -1.62081
H -0.63960 0.83558 -2.97583
H 0.39620 -0.57521 -2.55556
H 1.93981 1.04961 -1.79898

Atom charges from the Mulliken analysis, given in e for atoms 1 to 6:
1. C -0.704
2. C 0.074
3. O -0.451
4. H 0.224
5. H 0.277
6. H 0.340

=====

Record 10
2 unconnected molecules or ions with the total composition C3H8OS at a distorted geometry, computed with wB97M-V/def2-TZVPD.

As for the energy above the lowest of the compared OMol25 structures with the same formula, charge and spin: 36.0 kcal per mole. The calculation puts the frontier orbital gap at 9.33 eV. Its SMILES is C=CO.CS. The multiplicity is 1. As for the total charge: 0. Its lowest unoccupied orbital energy is 0.68 eV. The calculation puts the max |F| at 0.0430 Eh/bohr.

Cartesian coordinates (Å):
C 0.20140 0.04896 -2.46961
C 0.18185 1.30739 -1.96925
O 0.16537 1.62301 -0.66670
H -0.36915 -0.25767 -3.32680
H 0.66846 -0.72767 -1.85966
H 0.02675 2.16982 -2.61567
H 0.51955 0.91027 -0.11460
C -0.58219 -1.17535 2.02726
S -0.07518 0.47378 2.69595
H 0.34526 -1.66378 1.77668
H -0.98264 -1.77920 2.84759
H -1.29915 -1.09681 1.21970
H 1.19966 0.16725 2.45512

Atom charges from the Mulliken analysis, given in e for atoms 1 to 6:
1. C -0.735
2. C 0.123
3. O -0.389
4. H 0.238
5. H 0.219
6. H 0.317

=====

> What is the formula in the first record?

C3H8O3

=====

> Among the records above, which one has the highest multiplicity?

C3H8O3Ru